Molecular formula: C9H21Br2Cl6NO
Method: DFT, ωB97M-V/def2-TZVPD

Values from the calculation:
E in eV: -228430.396
Maximum force in eV Å⁻¹: 0.89
Highest occupied orbital energy in eV: -9.47
Kohn-Sham gap in eV: 9.83
SMILES: COC[C@H](C)N.BrCCBr.ClCCl.ClCCl.ClCCl
Net charge: 0
M in u: 531.80

XYZ file:
```
40
Properties=species:S:1:pos:R:3:forces:R:3
Br -3.97321 1.65939 2.77862 0.1 -0.1 0.1
C -5.55965 2.69484 2.32781 0.6 0.5 0.1
C -6.67407 1.76028 2.05945 -0.7 -0.2 0.1
Br -8.28256 2.81797 1.78279 -0.1 0.1 -0.2
H -5.27938 3.30701 1.47833 -0.1 0.0 -0.1
H -5.77233 3.33542 3.17692 0.1 0.0 0.1
H -6.90621 1.16103 2.93219 0.1 -0.2 0.0
H -6.52523 1.14017 1.18443 0.0 -0.1 0.0
C 5.16628 -3.88972 -3.51833 -0.5 -0.3 0.0
C 5.62750 -2.46174 -3.69300 0.0 0.0 -0.2
C 5.28505 -1.60956 -2.48580 0.4 0.0 0.0
O 3.89095 -1.55801 -2.32223 -0.1 0.0 -0.2
C 3.45651 -0.42777 -1.62090 -0.1 0.3 0.8
N 7.08980 -2.42375 -3.90193 -0.1 0.5 -0.2
H 4.08426 -3.92283 -3.36062 0.1 0.1 0.0
H 5.64513 -4.35590 -2.65548 0.1 0.0 -0.1
H 5.36563 -4.48775 -4.40924 0.2 0.0 0.0
H 5.08687 -2.03385 -4.55019 0.0 0.0 0.1
H 5.69801 -0.60052 -2.64384 -0.1 0.0 0.0
H 5.78472 -2.02850 -1.59748 -0.1 0.1 0.0
H 3.71626 0.52519 -2.10061 0.0 -0.2 -0.2
H 3.86551 -0.38431 -0.59760 0.1 -0.1 -0.2
H 2.37691 -0.47875 -1.50520 0.0 -0.1 -0.2
H 7.27287 -2.53327 -4.89635 0.0 -0.3 0.1
H 7.41948 -1.47393 -3.72647 0.0 -0.2 0.1
C -1.94399 4.81894 3.01286 0.1 -0.2 0.1
Cl -0.20425 5.09913 3.15901 0.0 0.1 0.0
Cl -2.68632 5.80391 1.75175 -0.1 0.0 0.0
H -2.10091 3.77536 2.76384 0.1 0.1 0.0
H -2.39834 5.05264 3.96718 -0.1 0.1 0.0
C -0.82529 0.39885 1.39869 0.3 -0.4 -0.3
Cl 0.19413 -0.09655 0.02181 -0.2 0.1 0.1
Cl -0.32196 1.93735 2.07779 0.1 0.1 0.0
H -1.84465 0.45959 1.04539 -0.1 0.1 0.0
H -0.70534 -0.37188 2.14821 -0.1 0.0 0.1
C -5.02293 -2.15000 2.25260 0.1 0.1 0.1
Cl -3.47187 -2.02026 1.42452 0.2 0.0 -0.1
Cl -6.38105 -1.96083 1.14718 -0.1 0.0 -0.1
H -5.07548 -3.12628 2.71281 -0.1 -0.1 0.0
H -5.07086 -1.35111 2.98109 0.0 0.0 0.1
```
Positions in Å, forces in eV/Å.

***

Molecular formula: C9H21CdN2O7S
Method: DFT, ωB97M-V/def2-TZVPD

Values from the calculation:
E in eV: -42369.473
Maximum force in eV Å⁻¹: 4.05
Highest occupied orbital energy in eV: -11.32
Kohn-Sham gap in eV: 1.48
Net charge: +1
M in u: 413.75

XYZ file:
```
41
Properties=species:S:1:pos:R:3:forces:R:3
Cd -12.18058 -29.14569 18.91789 0.4 0.2 -0.2
C -7.75107 -26.88042 16.98066 -2.0 -1.9 0.9
O -8.93998 -27.72246 17.18168 3.3 2.2 -0.6
H -6.87507 -27.06036 17.60384 -0.3 -0.9 0.3
H -7.45290 -26.77402 15.93765 -0.5 -0.4 -0.6
H -7.93288 -25.82872 17.20193 -1.0 0.7 0.2
C -4.15849 -19.56855 18.32657 0.6 -1.1 -1.1
C -5.52093 -19.38894 18.91448 0.6 0.0 1.0
O -5.76856 -18.30964 19.40748 -1.0 0.2 0.0
N -6.32325 -20.48785 19.06541 0.0 -1.2 -0.2
C -7.66424 -20.47205 19.64104 0.2 1.3 -1.3
H -3.93145 -20.57941 17.98788 -0.1 -0.4 0.4
H -3.40372 -19.28824 19.06133 -0.2 0.2 -0.1
H -4.01333 -19.02827 17.39109 -0.2 0.6 0.3
H -6.07178 -21.37600 18.65549 0.5 0.5 0.0
H -8.27164 -21.26532 19.20527 0.3 -0.4 0.4
H -8.07856 -19.58346 19.16474 -0.5 0.3 0.8
H -7.69141 -20.41099 20.72899 0.0 -0.1 -0.2
C -8.86310 -25.20500 10.86426 0.1 0.9 1.2
C -9.36378 -23.74670 11.20030 1.7 0.8 -3.4
O -9.33318 -22.83339 10.33191 -0.5 -2.2 2.0
N -9.74893 -23.49097 12.45456 0.6 -1.7 0.4
C -10.43965 -22.30576 12.78436 -0.3 0.4 0.7
H -8.95214 -25.77701 11.78782 -0.6 -0.5 -0.2
H -7.79027 -25.28759 10.69017 0.1 0.8 -0.3
H -9.35230 -25.66651 10.00648 -0.3 0.2 0.3
H -9.65430 -24.16754 13.19847 0.0 -0.2 -0.6
H -9.78008 -21.44756 12.65567 -0.5 0.2 -0.2
H -10.67788 -22.43264 13.84041 -0.3 0.5 0.0
H -11.35652 -22.30536 12.19492 0.0 0.8 0.1
C -1.43070 -29.70481 14.42466 1.5 -0.5 2.3
C -1.25736 -29.66998 16.02622 -3.0 -1.1 -0.3
O 0.08649 -29.58958 16.36667 1.4 -0.5 0.0
S 1.05212 -29.64740 15.07001 1.5 1.4 0.2
O 1.46381 -30.99618 14.73225 -1.2 1.9 0.4
O 2.10219 -28.61976 15.21801 -3.1 -2.4 -0.6
O -0.19437 -29.10571 14.16760 2.7 1.3 -2.2
H -2.24985 -29.12533 13.99887 0.3 0.1 0.3
H -1.35322 -30.68871 13.96202 -0.7 -0.3 0.4
H -1.72533 -30.54741 16.47255 0.4 -0.4 0.0
H -1.79878 -28.85773 16.51121 0.3 0.5 -0.4
```
Positions in Å, forces in eV/Å.

***

Molecular formula: C9H21ClI2N2OPSV
Method: DFT, ωB97M-V/def2-TZVPD

Values from the calculation:
E in eV: -89221.529
Maximum force in eV Å⁻¹: 8.22
Relative energy (zero: lowest compared OMol25 entry of this formula, charge and spin) in kJ/mol: 0.0
2S+1: 3
Highest occupied orbital energy (spin up / spin down) in eV: -15.20 / -15.60
Kohn-Sham gap (spin up / spin down) in eV: 5.34 / 6.53
Net charge: +2
M in u: 576.53

XYZ file:
```
39
Properties=species:S:1:pos:R:3:forces:R:3
I -1.06115 -0.28552 -4.45291 0.0 0.7 0.3
I -0.49233 2.04235 -2.24617 0.0 -0.3 -1.3
V -0.24723 0.38230 -0.43061 -2.6 -2.8 -0.7
P 1.83029 -0.92851 -0.99838 1.6 -1.4 0.0
C 3.48531 -0.23670 -0.65882 -0.3 0.6 0.1
C 1.93411 -2.50916 -0.07798 -0.6 0.1 0.3
H 1.10837 -2.04624 -3.02095 0.3 0.0 0.1
H 2.91641 -1.91847 -2.96944 -0.4 0.2 0.3
H 1.86120 -0.50884 -3.37848 0.3 -0.2 0.1
C 1.96148 -1.40800 -2.75815 -0.8 0.3 -0.2
H 0.98636 -3.05282 -0.17540 0.3 0.0 0.0
H 2.76651 -3.12850 -0.44871 -0.2 0.4 0.0
H 4.27244 -0.89669 -1.05059 -0.4 0.1 0.1
H 3.60845 -0.10881 0.42379 0.1 -0.1 -0.2
H 2.09092 -2.28847 0.98668 0.0 -0.1 -0.2
H 3.56286 0.75343 -1.12557 0.2 -0.2 0.0
C 1.19583 1.37567 0.33434 5.6 4.9 3.5
O 2.00756 2.04771 0.85747 -3.8 -3.4 -2.6
Cl -1.29107 -1.57129 -0.73737 0.4 0.9 -0.1
C -2.33201 -0.57847 3.43926 0.4 -0.3 0.2
N -3.18969 0.53716 3.03131 0.8 1.0 -0.7
C -4.25661 0.88689 3.96228 -0.5 -0.1 0.4
C -2.80406 1.33394 2.01738 -1.5 -0.4 -0.5
S -1.13054 1.14630 1.52641 0.8 0.3 0.5
N -3.56603 2.25574 1.39087 1.0 -0.4 0.5
C -4.70891 2.98805 1.92678 -0.8 0.4 0.1
C -3.08270 2.85566 0.14497 0.2 0.2 -0.1
H -2.79316 -1.01463 4.32391 0.2 -0.1 -0.2
H -1.32131 -0.23477 3.69771 -0.3 -0.1 0.1
H -2.26270 -1.32900 2.64258 -0.1 0.2 0.2
H -4.10350 1.89654 4.37284 -0.1 -0.4 -0.1
H -5.23451 0.78346 3.47523 0.2 0.0 0.3
H -4.19916 0.16975 4.78608 -0.2 0.3 -0.2
H -4.42911 4.03942 2.09979 0.0 -0.4 0.0
H -5.50808 2.97899 1.17385 0.2 -0.1 0.3
H -5.08638 2.56795 2.85174 0.0 0.3 -0.4
H -2.09132 3.30087 0.28931 -0.2 0.0 -0.1
H -3.04728 2.10899 -0.65740 -0.1 0.2 0.2
H -3.77838 3.64924 -0.14162 0.2 -0.2 0.0
```
Positions in Å, forces in eV/Å.

***

Molecular formula: C9H21CoI2O3P2
Method: DFT, ωB97M-V/def2-TZVPD

Values from the calculation:
E in eV: -88203.972
Maximum force in eV Å⁻¹: 4.76
Relative energy (zero: lowest compared OMol25 entry of this formula, charge and spin) in kJ/mol: 14.1
2S+1: 5
Highest occupied orbital energy (spin up / spin down) in eV: -16.23 / -16.21
Kohn-Sham gap (spin up / spin down) in eV: 7.10 / 5.41
Net charge: +2
M in u: 551.95

XYZ file:
```
38
Properties=species:S:1:pos:R:3:forces:R:3
I -2.77812 0.04142 -0.82699 0.0 0.1 0.0
I 2.04498 0.21135 -0.97735 -0.3 0.3 0.2
Co -0.34583 0.24270 -0.40993 0.5 -0.8 -1.3
P -0.40871 -2.20577 -0.66392 -0.4 -2.3 -0.8
C -0.74786 -3.39584 0.69893 0.2 0.8 0.5
C -1.64439 -2.89882 -1.85558 0.2 0.7 -0.2
H -1.40666 -3.95457 -2.05398 0.0 0.4 0.1
H 1.02566 -3.94184 -1.64197 0.0 0.4 0.2
H -1.61921 -2.32746 -2.78792 -0.1 -0.2 0.0
H 1.42523 -2.28306 -2.24856 0.0 -0.4 0.2
H -1.60979 -3.02148 1.26684 0.2 -0.3 0.0
H -2.64693 -2.82158 -1.41830 0.2 -0.1 -0.1
C 1.16050 -2.88493 -1.36809 -0.1 0.6 0.1
H -0.97340 -4.38729 0.28039 0.1 0.4 -0.1
H 1.93793 -2.76605 -0.60110 -0.1 -0.2 -0.3
H 0.14046 -3.40955 1.34720 -0.6 -0.3 -0.2
P -0.32471 2.49339 -0.78606 -0.2 2.1 -0.1
C -0.55837 3.36719 0.79905 0.0 -0.5 0.1
C 1.12220 3.36038 -1.52223 0.0 -0.6 0.0
H -1.70465 2.59551 -2.77488 -0.1 0.2 0.1
H -1.47674 4.20945 -2.03527 0.0 -0.3 0.1
H -2.64421 3.03994 -1.32480 0.2 0.1 -0.1
C -1.67911 3.15019 -1.83085 0.1 -0.5 -0.1
H 1.39265 2.85223 -2.45455 0.0 0.2 0.1
H 0.86352 4.40785 -1.73209 0.0 -0.3 0.2
H -0.54227 4.44805 0.60981 0.0 -0.2 0.0
H 0.25723 3.09517 1.48063 -0.2 0.2 -0.1
H 1.97024 3.30666 -0.83235 -0.1 0.1 -0.1
H -1.51520 3.07420 1.24784 0.2 0.1 -0.1
C -0.57373 0.21768 1.50603 -2.8 1.7 3.2
O -1.21670 0.46788 2.44369 2.1 -0.8 -2.4
C 2.04723 -0.07188 3.25181 1.0 0.0 0.7
C 1.69632 -1.31858 2.51323 -4.0 2.3 -1.3
O 2.42449 -2.32042 2.51964 0.5 -0.8 -0.1
O 0.56530 -1.29498 1.85837 3.5 -1.6 1.6
H 3.09611 -0.07485 3.54712 -0.1 0.1 0.2
H 1.40917 -0.00573 4.13826 0.1 -0.2 0.0
H 1.83735 0.80346 2.63791 0.0 -0.2 -0.2
```
Positions in Å, forces in eV/Å.